1.
Molecular formula: H24O12
Method: DFT, ωB97M-V with the def2-TZVPD basis set

```
36
Properties=species:S:1:pos:R:3:mulliken_charge:R:1
O -0.09 2.75 0.47 -0.604
H -0.68 2.79 1.31 0.374
H -0.63 3.35 -0.04 0.283
O -1.52 -2.24 -2.36 -0.609
H -0.77 -1.81 -2.77 0.332
H -1.27 -3.12 -2.06 0.298
O -3.65 -0.19 2.55 -0.564
H -2.74 0.02 2.37 0.232
H -3.75 -1.05 2.12 0.334
O 3.54 -2.48 -0.76 -0.608
H 3.88 -1.72 -1.29 0.262
H 3.40 -1.86 -0.02 0.390
O 2.31 1.03 -3.05 -0.636
H 2.95 0.52 -3.55 0.291
H 2.41 1.93 -3.32 0.287
O 4.16 -0.50 0.77 -0.643
H 3.87 -0.06 1.61 0.305
H 5.12 -0.59 0.93 0.301
O -3.31 2.44 -0.34 -0.555
H -2.52 2.97 -0.32 0.264
H -3.68 2.40 -1.21 0.282
O 2.12 0.03 3.18 -0.619
H 2.36 0.94 2.97 0.333
H 1.23 -0.05 2.87 0.290
O 1.03 -1.18 -1.86 -0.575
H 0.92 -0.87 -0.96 0.295
H 1.58 -0.44 -2.16 0.322
O -0.88 2.38 2.97 -0.676
H -1.41 1.62 2.69 0.315
H -1.31 2.78 3.74 0.310
O -1.97 1.13 -2.42 -0.604
H -2.57 0.46 -2.13 0.317
H -1.05 1.13 -2.21 0.287
O -1.92 -3.58 0.81 -0.615
H -2.05 -3.57 1.75 0.301
H -1.86 -2.70 0.41 0.304
```

Kohn-Sham gap (eV): 9.8
Highest occupied orbital energy (eV): -10.157
Relative energy (zero: lowest compared OMol25 entry of this formula, charge and spin) (eV): 3.396
Multiplicity: 1
LUMO energy (eV): -0.3
Total charge: 0
SMILES string: O.O.O.O.O.O.O.O.O.O.O.O

2.
Molecular formula: C6H10NO2Si
Method: DFT, ωB97M-V with the def2-TZVPD basis set

```
20
Properties=species:S:1:pos:R:3:mulliken_charge:R:1
C -0.67 5.80 -0.90 0.266
C -2.47 4.85 -2.28 0.637
C 0.45 -0.32 1.82 -0.976
C -1.10 -1.20 -0.72 -1.115
C 1.66 -0.33 -0.86 -1.145
C -1.45 4.76 -1.43 -0.538
N 0.00 6.68 -0.59 -0.415
O -0.57 1.56 -0.47 -0.625
O -3.30 4.94 -3.11 -0.373
Si 0.02 0.20 0.01 0.388
H -0.25 0.23 2.49 0.238
H 0.09 -1.43 1.83 0.206
H 1.49 -0.21 2.10 0.293
H -1.71 -1.66 0.04 0.358
H -1.69 -0.74 -1.50 0.196
H -0.40 -1.99 -0.99 0.295
H 2.05 -1.36 -0.85 0.361
H 1.57 0.18 -1.79 0.255
H 2.45 0.28 -0.31 0.250
H -1.03 3.73 -1.15 0.443
```

Kohn-Sham gap (eV): 7.4
Highest occupied orbital energy (eV): -4.349
Relative energy (zero: lowest compared OMol25 entry of this formula, charge and spin) (eV): 1.166
Multiplicity: 1
LUMO energy (eV): 3.0
Total charge: -1

3.
Molecular formula: C16H20AgCl4N4O3Se2
Method: DFT, ωB97M-V with the def2-TZVPD basis set

```
50
Properties=species:S:1:pos:R:3:mulliken_charge:R:1
Ag -0.64 -0.23 1.49 0.783
C -0.18 -3.56 1.48 -0.525
Se -1.84 -2.69 2.00 -0.054
C -2.63 -2.77 0.20 -0.512
C -3.71 -1.74 -0.05 -0.951
Se -3.03 0.11 -0.28 0.586
C -4.83 0.89 0.05 -1.302
H -0.41 -4.54 1.06 0.362
H 0.45 -3.67 2.36 0.325
H 0.30 -2.92 0.75 -0.164
H -3.04 -3.78 0.08 0.501
H -1.80 -2.61 -0.48 0.079
H -4.44 -1.70 0.77 0.407
H -4.23 -2.00 -0.98 0.420
H -5.12 0.76 1.09 0.348
H -5.57 0.45 -0.61 0.353
H -4.74 1.96 -0.16 0.317
Cl 0.98 0.87 -5.34 -0.243
C 0.50 1.15 -3.69 0.723
C 0.40 2.44 -3.20 0.238
Cl 0.62 3.79 -4.25 -0.253
C 0.09 2.62 -1.85 0.491
Cl 0.07 4.23 -1.21 -0.264
C -0.20 1.57 -0.97 -0.641
O -0.41 1.77 0.28 -0.302
C -0.24 0.23 -1.54 -0.635
O -0.65 -0.78 -0.84 -0.520
C 0.20 0.08 -2.85 -0.277
Cl 0.31 -1.55 -3.47 -0.201
N -0.61 2.74 3.04 -0.649
N -1.56 1.66 2.92 -0.267
H -1.09 3.64 2.96 0.252
H -0.01 2.67 2.22 0.321
H -2.16 1.80 2.10 0.134
H -2.15 1.67 3.76 0.233
N 3.50 -0.32 -2.41 -0.209
C 4.31 -0.50 -1.35 0.148
O 5.49 -0.79 -1.46 -0.677
C 3.65 -0.31 -0.02 -0.023
C 4.36 0.31 1.00 -0.500
C 3.73 0.49 2.23 -0.623
C 2.45 0.00 2.40 -0.368
N 1.78 -0.66 1.45 -0.156
C 2.37 -0.79 0.26 -0.159
H 3.88 -0.43 -3.34 0.196
H 2.55 0.01 -2.32 0.186
H 5.37 0.66 0.83 0.467
H 4.23 0.99 3.03 0.408
H 1.93 0.12 3.34 0.389
H 1.81 -1.33 -0.49 0.808
```

Kohn-Sham gap (eV): 5.8
Highest occupied orbital energy (eV): -3.535
Relative energy (zero: lowest compared OMol25 entry of this formula, charge and spin) (eV): 0.445
Multiplicity: 1
LUMO energy (eV): 2.3
Total charge: -1

4.
Molecular formula: H24O12
Method: DFT, ωB97M-V with the def2-TZVPD basis set

```
36
Properties=species:S:1:pos:R:3:mulliken_charge:R:1
O -0.99 -0.40 1.07 -0.641
H -1.29 0.48 0.64 0.299
H -0.09 -0.40 0.78 0.339
O -2.08 -3.10 -0.48 -0.643
H -2.61 -3.79 -1.01 0.319
H -2.19 -2.29 -0.99 0.309
O 4.81 0.06 -1.12 -0.561
H 5.40 -0.64 -1.17 0.270
H 3.89 -0.15 -1.29 0.290
O -4.95 -1.94 0.08 -0.619
H -5.41 -1.69 -0.73 0.312
H -4.58 -2.86 0.01 0.316
O -2.54 2.06 3.70 -0.591
H -2.59 1.45 4.41 0.302
H -2.67 2.93 4.09 0.300
O 0.08 4.72 -1.88 -0.602
H 0.77 4.23 -2.38 0.304
H -0.33 4.11 -1.37 0.296
O 1.54 1.96 2.33 -0.592
H 1.70 1.18 2.88 0.317
H 2.36 2.23 1.99 0.335
O 4.38 -3.13 0.16 -0.577
H 3.57 -2.80 -0.18 0.251
H 4.89 -2.90 -0.69 0.319
O -2.24 0.05 -2.29 -0.517
H -2.40 -0.22 -1.39 0.317
H -2.74 -0.59 -2.86 0.208
O 0.65 -2.00 0.59 -0.536
H -0.27 -2.22 0.37 0.264
H 1.11 -2.61 0.08 0.265
O 2.51 0.53 1.05 -0.672
H 2.26 -0.14 1.60 0.302
H 1.64 0.74 0.72 0.334
O -1.07 1.49 -2.95 -0.529
H -0.55 1.23 -2.19 0.253
H -0.70 2.24 -3.32 0.261
```

Kohn-Sham gap (eV): 9.6
Highest occupied orbital energy (eV): -9.787
Relative energy (zero: lowest compared OMol25 entry of this formula, charge and spin) (eV): 6.542
Multiplicity: 1
LUMO energy (eV): -0.2
Total charge: 0
SMILES string: O.O.O.O.O.O.O.O.O.O.O.O

5.
Molecular formula: C8H12FO4Tl
Method: DFT, ωB97M-V with the def2-TZVPD basis set

```
26
Properties=species:S:1:pos:R:3:mulliken_charge:R:1
Tl -1.28 -3.84 -0.46 1.315
F -2.54 -4.43 -2.71 -0.284
O -2.33 -1.51 0.79 -0.334
C -2.28 -0.47 1.44 0.548
O -3.35 0.12 1.86 -0.272
C -2.98 1.30 2.68 -0.440
C -1.63 1.67 2.14 -0.496
C -1.01 0.33 1.83 0.093
H -2.94 0.95 3.71 0.294
H -3.70 2.11 2.61 0.351
H -1.10 2.21 2.93 0.342
H -1.73 2.31 1.26 0.305
H -0.68 -0.19 2.73 0.317
H -0.22 0.25 1.09 -0.178
O 0.32 -1.40 -0.69 -0.366
C 1.19 -0.68 -1.20 0.506
O 1.15 0.61 -1.12 -0.298
C 2.35 1.21 -1.70 -0.390
C 3.01 0.11 -2.51 -0.557
C 2.47 -1.15 -1.86 -0.407
H 2.98 1.51 -0.86 0.308
H 2.06 2.08 -2.28 0.323
H 4.09 0.23 -2.53 0.355
H 2.67 0.11 -3.55 0.295
H 3.13 -1.49 -1.06 0.296
H 2.34 -1.98 -2.56 0.375
```

Kohn-Sham gap (eV): 3.7
Highest occupied orbital energy (eV): -18.180
Relative energy (zero: lowest compared OMol25 entry of this formula, charge and spin) (eV): 0.093
Multiplicity: 1
LUMO energy (eV): -14.4
Total charge: +2

6.
Molecular formula: C18H28IrN8OS
Method: DFT, ωB97M-V with the def2-TZVPD basis set

```
57
Properties=species:S:1:pos:R:3:mulliken_charge:R:1
Ir -0.06 0.46 -0.14 1.230
C -2.14 2.36 3.12 -1.681
C -1.21 1.67 2.19 1.162
N -1.51 1.22 1.01 -0.106
N -2.78 1.31 0.49 -0.529
C -3.00 0.96 -0.79 0.690
N -4.22 1.06 -1.27 -0.344
S -1.73 0.38 -1.79 -0.520
C 0.20 1.44 2.57 0.645
C 0.70 1.74 3.83 -0.863
C 2.01 1.38 4.15 -0.661
C 2.78 0.72 3.21 -0.911
C 2.22 0.45 1.96 -0.003
N 0.98 0.82 1.64 -0.320
H -3.11 2.60 2.69 0.472
H -1.70 3.29 3.46 0.418
H -2.31 1.74 4.00 0.431
H -3.53 1.57 1.11 0.192
H -5.00 1.43 -0.74 0.220
H -4.42 0.77 -2.22 0.246
H 0.07 2.22 4.56 0.521
H 2.40 1.61 5.13 0.483
H 3.79 0.41 3.43 0.481
H 2.78 -0.09 1.21 0.668
N -2.14 -4.46 -2.09 -0.336
C -2.30 -4.60 -0.75 0.310
O -3.02 -5.42 -0.23 -0.533
C -1.58 -3.61 0.14 0.060
C -1.43 -3.96 1.48 -0.308
C -0.79 -3.07 2.33 -0.957
C -0.38 -1.85 1.83 0.206
N -0.56 -1.48 0.55 0.003
C -1.13 -2.38 -0.28 -0.236
H -2.58 -5.16 -2.67 0.265
H -1.33 -4.01 -2.48 0.190
H -1.80 -4.92 1.82 0.550
H -0.63 -3.30 3.37 0.499
H 0.10 -1.15 2.49 0.338
H -1.26 -2.08 -1.31 0.435
C 3.14 -0.41 -2.69 -1.583
C 2.33 0.88 -2.72 0.816
C 3.22 2.10 -2.95 -1.528
C 1.20 0.80 -3.73 -1.585
N 1.74 0.98 -1.32 -0.008
N 0.82 2.05 -1.09 -0.360
H 3.67 -0.52 -3.64 0.438
H 2.49 -1.28 -2.56 0.358
H 3.89 -0.40 -1.90 0.444
H 3.67 2.02 -3.94 0.450
H 4.02 2.16 -2.22 0.405
H 2.65 3.03 -2.93 0.365
H 1.62 0.55 -4.70 0.480
H 0.66 1.74 -3.87 0.447
H 0.49 0.00 -3.47 0.285
H 2.48 1.02 -0.62 0.532
H 0.35 2.27 -1.98 0.305
H 1.17 2.93 -0.70 0.335
```

Kohn-Sham gap (eV): 7.0
Highest occupied orbital energy (eV): -17.191
Relative energy (zero: lowest compared OMol25 entry of this formula, charge and spin) (eV): 0.000
Multiplicity: 1
LUMO energy (eV): -10.2
Total charge: +3